{"formula": "C19H13ClF6IrN5O8S3", "method": "wB97M-V/def2-TZVPD", "e_homo_ev": [-8.60, -8.60], "relative_energy_kj_mol": 411.09, "total_charge": 0, "homo_lumo_gap_ev": [6.110, 5.853], "lumo_ev": [-2.493, -2.742], "elements": ["O", "H", "C", "C", "O", "C", "O", "C", "F", "C", "F", "H", "H", "O", "C", "C", "N", "F", "S", "C", "S", "H", "H", "H", "C", "C", "N", "O", "S", "O", "O", "O", "H", "C", "C", "C", "C", "H", "C", "H", "N", "Cl", "C", "H", "F", "C", "H", "Ir", "N", "H", "C", "N", "C", "H", "F", "F"], "positions_angstrom": [[0.2329, -2.3733, -3.0575], [0.3010, 4.8129, -0.1309], [-2.2643, -3.7168, 1.8464], [-1.1249, -1.6409, 1.4856], [3.9419, -0.8427, -1.2977], [-0.7066, -2.8954, 3.4673], [-2.1817, -1.8740, -1.3113], [2.2022, 2.5970, 2.4038], [2.5838, -1.5522, -4.3130], [1.6685, 3.8235, 2.8266], [3.3998, 0.3397, -3.7854], [2.7455, 1.9834, 3.1143], [2.4615, 1.2408, 0.7552], [1.4948, -0.7725, -0.8018], [-3.9981, 2.3518, -0.6291], [2.4386, -0.5067, -3.5000], [-2.3021, 0.8379, -1.2188], [1.5510, -4.7481, -4.0588], [2.6314, -1.1830, -1.7054], [-3.5840, 1.0885, -0.9930], [0.9852, -3.1792, -2.0613], [-3.2318, 4.3295, -0.2169], [2.3399, 3.6802, 4.7764], [-5.0394, 2.5799, -0.4622], [-1.4107, 1.8147, -1.0714], [-1.6135, -3.8614, 3.0612], [2.4786, -2.7411, -1.9507], [0.2790, -3.3642, -0.8287], [1.1300, 2.4167, -1.4359], [-3.7900, -3.0993, -0.4154], [2.2791, 1.6554, -1.7989], [0.7139, 3.4877, -2.2818], [-1.8010, -4.7204, 3.6907], [0.9821, 4.6253, 1.9034], [0.8246, 4.2097, 0.5979], [1.1891, -4.8575, -2.7860], [-0.4562, -1.7783, 2.6909], [-2.9678, -4.4620, 1.5011], [-2.0105, -2.6150, 1.0412], [0.2546, -1.0316, 3.0200], [-0.1627, 1.3383, -1.3079], [0.1135, -3.0736, 4.9866], [-2.7266, -2.5482, -0.2930], [-4.2727, 0.2591, -1.1179], [0.0384, -5.5006, -2.7036], [-2.9994, 3.3079, -0.5021], [-0.9438, -0.7496, 0.8988], [-0.5844, -0.7529, -1.5581], [-1.7097, 3.0479, -0.6969], [1.4716, 5.1206, 4.4244], [1.3563, 2.9896, 0.2013], [1.7992, 4.2214, 4.1310], [2.0476, 2.1808, 1.0999], [0.5797, 5.5792, 2.2262], [1.2503, 0.0380, -3.7448], [2.1165, -5.5169, -2.1142]], "atomic_forces_ev_per_a": [[-0.483, 0.322, 0.889], [-0.009, 0.008, 0.068], [0.051, -0.048, 0.058], [0.023, -0.083, -0.007], [-0.063, 0.196, 0.261], [-0.041, 0.005, 0.018], [1.027, 0.046, -1.015], [0.055, -0.039, 0.081], [-0.006, -0.038, 0.110], [-0.074, 0.030, 0.068], [0.031, 0.120, 0.311], [-0.020, 0.001, -0.056], [0.020, 0.016, 0.081], [-0.592, 0.205, -1.241], [0.001, 0.078, -0.081], [-0.018, -0.051, -0.407], [0.530, -0.957, -0.107], [0.013, -0.067, -0.001], [-0.036, -0.584, -0.348], [-0.226, -0.535, -0.168], [-0.381, -1.026, 0.213], [-0.031, -0.060, 0.010], [0.045, 0.004, 0.034], [0.020, -0.020, 0.020], [0.097, 0.469, -0.010], [-0.057, -0.080, -0.017], [0.086, 0.382, 0.069], [0.191, -0.377, 0.072], [-0.207, 0.225, 0.356], [0.117, 0.192, -0.554], [0.181, -0.442, -0.026], [-0.158, 0.087, 0.017], [0.009, 0.005, -0.013], [0.043, 0.041, 0.061], [0.079, -0.022, -0.043], [0.133, 0.123, -0.366], [-0.024, 0.096, -0.036], [0.009, -0.004, 0.034], [0.121, 0.254, -0.492], [-0.065, -0.002, 0.010], [0.161, -0.687, -0.226], [0.009, -0.025, -0.013], [0.188, -0.076, 1.389], [0.062, -0.002, 0.020], [-0.135, 0.003, -0.010], [0.297, -0.037, 0.059], [0.037, 0.072, -0.006], [-0.915, 1.937, 1.162], [-0.146, 0.359, -0.094], [0.026, 0.042, 0.018], [-0.078, -0.077, -0.080], [-0.063, -0.071, -0.164], [-0.053, 0.063, -0.093], [0.007, -0.033, -0.035], [0.183, 0.101, 0.153], [0.028, -0.040, 0.065]], "lowdin_charge": [-0.36, 0.11, 0.00, -0.04, -0.21, -0.66, -0.21, -0.02, 0.14, -0.31, 0.17, 0.11, 0.11, -0.44, -0.03, -0.67, 0.04, 0.16, 0.69, -0.07, 0.61, 0.12, 0.10, 0.11, -0.50, -0.08, -0.28, -0.27, 0.65, 0.12, -0.30, -0.25, 0.11, -0.02, -0.07, -0.69, -0.09, 0.13, -0.15, 0.11, -0.19, 0.67, -0.53, 0.13, 0.17, -0.08, 0.08, 1.48, 0.16, 0.10, -0.30, 0.11, -0.05, 0.11, 0.11, 0.17]}